[1]
A 10-piece molecular cluster, C14H48N10O10 overall in a non-equilibrium geometry. Source: the OMol25 dataset; level of theory: the ωB97M-V functional and the def2-TZVPD basis.

Geometry (Å):
N 16.611000 -6.019000 26.368000
C 17.404000 -5.004000 26.727000
N 17.543000 -4.018000 25.883000
O 18.116000 -4.984000 27.918000
H 16.603000 -6.836000 26.932000
H 15.621000 -5.878000 25.942000
H 18.193000 -3.261000 26.004000
H 16.671000 -3.916000 25.307000
N 19.893000 -2.628000 25.936000
C 19.631000 -1.395000 26.040000
N 19.143000 -1.033000 24.907000
O 19.718000 -0.593000 27.154000
H 20.054000 -3.089000 26.820000
H 20.419000 -2.929000 25.167000
H 19.085000 0.038000 24.830000
H 18.933000 -1.542000 24.060000
N 18.671000 1.457000 24.300000
C 19.793000 1.899000 23.765000
N 19.983000 1.724000 22.476000
O 20.685000 2.456000 24.690000
H 18.484000 1.889000 25.254000
H 17.912000 0.983000 23.855000
H 20.851000 2.141000 22.116000
H 19.650000 0.917000 21.968000
N 12.023000 -1.012000 29.904000
C 12.277000 0.241000 30.234000
N 11.298000 0.898000 30.780000
O 13.597000 0.699000 29.962000
H 12.891000 -1.515000 29.682000
H 11.200000 -1.487000 30.254000
H 11.518000 1.917000 31.024000
H 10.515000 0.349000 31.098000
N 17.729000 2.423000 26.820000
C 18.885000 2.953000 27.206000
N 19.721000 2.062000 27.575000
O 19.180000 4.293000 27.090000
H 16.985000 2.969000 26.309000
H 17.513000 1.391000 26.989000
H 20.632000 2.418000 27.837000
H 19.558000 1.046000 27.530000
C 14.936000 6.043000 28.949000
C 15.340000 4.566000 29.156000
O 14.107000 3.837000 29.366000
H 14.515000 6.129000 27.970000
H 15.837000 6.670000 28.950000
H 14.087000 6.389000 29.488000
H 16.011000 4.572000 29.989000
H 15.889000 4.177000 28.283000
H 14.358000 2.882000 29.250000
C 12.739000 0.879000 26.888000
C 13.759000 1.603000 25.940000
O 13.466000 2.962000 25.931000
H 12.678000 1.389000 27.842000
H 13.045000 -0.135000 27.079000
H 11.819000 0.718000 26.413000
H 13.765000 1.257000 24.972000
H 14.731000 1.448000 26.417000
H 14.268000 3.434000 25.615000
C 16.681000 -0.059000 28.788000
C 16.259000 -0.823000 27.537000
O 16.837000 -0.255000 26.386000
H 17.835000 0.003000 28.684000
H 16.454000 -0.627000 29.720000
H 16.245000 0.941000 28.971000
H 15.201000 -0.927000 27.576000
H 16.674000 -1.833000 27.535000
H 17.592000 -0.745000 26.073000
C 14.502000 -2.482000 25.268000
C 15.401000 -2.707000 23.999000
O 15.270000 -4.122000 23.685000
H 14.672000 -3.033000 26.197000
H 13.393000 -2.713000 25.034000
H 14.286000 -1.451000 25.504000
H 16.441000 -2.406000 24.179000
H 14.964000 -2.166000 23.174000
H 16.073000 -4.414000 23.277000
C 15.056000 -3.795000 28.916000
O 13.979000 -2.875000 28.760000
H 15.127000 -4.342000 27.979000
H 14.744000 -4.410000 29.747000
H 16.026000 -3.353000 29.213000
H 13.444000 -3.232000 28.037000

Forces on the atoms, in the same order (eV/Å):
-3.58 -0.75 -1.43
4.52 -0.13 7.56
-2.82 0.93 -2.60
-3.16 -0.60 -5.85
0.27 -0.24 0.84
2.74 0.12 0.60
-0.23 -0.14 0.38
1.74 0.10 0.43
2.14 -5.79 3.79
0.16 6.07 5.51
-1.55 5.73 -2.81
-0.54 -4.61 -5.31
0.54 -0.48 0.06
0.55 -0.68 -1.03
0.02 -1.55 -0.33
0.40 -0.56 0.65
-1.64 0.72 2.29
4.98 3.14 6.12
1.99 0.51 -2.39
-4.25 -2.60 -5.80
-0.14 -0.66 -1.13
-0.39 0.45 -0.70
-0.63 -0.53 0.33
-0.25 0.28 0.20
0.68 -1.54 -0.45
7.84 1.22 -1.90
-0.11 3.79 1.14
-6.70 -1.56 1.47
-0.78 -0.24 0.03
0.39 -0.05 -0.20
-0.93 -2.30 -0.26
-0.16 0.80 0.18
-4.09 -1.24 -1.58
0.82 8.33 -1.35
3.13 -1.62 1.98
-1.72 -6.21 0.72
1.55 -0.63 1.34
0.27 2.01 -0.37
-0.21 -0.30 -0.13
0.26 0.74 -0.14
1.05 -0.94 -1.46
-1.52 1.21 -0.44
1.61 -1.24 -0.25
0.00 -0.01 -1.15
-0.46 0.11 0.41
-0.13 0.17 1.53
0.33 -0.65 0.87
-0.18 0.20 0.21
-0.83 1.02 0.45
1.66 0.35 -0.91
-0.39 -0.42 3.80
0.56 1.74 -0.42
-0.11 0.15 -0.08
0.67 -0.46 0.29
-1.69 0.46 -0.62
-0.03 -1.35 -2.32
0.27 -0.16 -0.25
-0.99 -0.29 0.35
2.11 -0.40 0.63
1.28 -0.62 1.50
-1.38 1.36 -1.14
-1.78 0.18 0.63
0.13 0.20 -0.73
0.10 -0.49 -0.60
-1.00 0.25 -0.91
-0.20 -0.24 0.73
0.06 -0.25 0.24
-2.52 -0.11 -1.24
-1.64 -0.75 1.55
-0.04 0.75 0.77
0.78 0.07 -0.39
1.68 -0.43 -0.24
1.01 0.63 0.18
-0.23 -0.02 -0.15
0.11 0.48 -0.20
0.65 -0.35 -0.58
-0.07 -0.06 0.56
-0.16 0.60 -0.61
0.53 -0.37 0.26
0.32 -0.85 0.07
-0.66 0.21 -0.54
-0.01 0.39 0.36

- Total energy: -1862.02055 Eh
- Strongest force on any atom: 0.1712 hartree/bohr
- HOMO: -0.2982 Eh
- Molar mass: 516.60 g/mol
- SMILES: NC(N)=O.NC(N)=O.NC(N)=O.NC(N)=O.NC(N)=O.CCO.CCO.CCO.CCO.CO



[2]
C37H40Br2ClN3O4P2SiZr as an isolated structure. Source: the OMol25 dataset; level of theory: the ωB97M-V functional and the def2-TZVPD basis.

Geometry (Å):
Zr 0.785269 0.499798 -0.359392
C 0.599404 0.251148 3.886225
P 1.544763 -0.124267 2.365716
C 2.150437 -1.769033 2.847529
C 2.920818 1.048425 2.600863
C 4.109369 0.686908 3.225596
C 5.058493 1.652977 3.535376
C 4.809486 2.986527 3.254121
C 3.626072 3.356304 2.628117
C 2.683089 2.396234 2.277298
P 1.218803 2.802306 1.270151
C -0.042082 3.582303 2.328879
C 1.710413 4.214882 0.239062
H 1.332027 0.297555 4.694419
H -0.111521 -0.546106 4.098621
H 0.080058 1.201756 3.842531
H 2.415152 -1.760457 3.905835
H 3.000515 -2.100960 2.261084
H 1.336883 -2.479411 2.700659
H 4.300396 -0.345588 3.489872
H 5.983642 1.364485 4.015160
H 5.537433 3.741660 3.515356
H 3.461033 4.399998 2.399202
H 0.434122 4.365734 2.921318
H -0.528345 2.880654 2.999406
H -0.804303 4.044590 1.697904
H 2.042014 5.041179 0.869240
H 0.847173 4.567510 -0.326159
H 2.498104 3.962408 -0.467889
O -3.613500 5.041858 -1.746133
C -3.015764 4.700344 -0.607304
O -2.710356 5.499829 0.227374
C -2.733204 3.247284 -0.357485
C -3.386381 2.407775 0.530292
Cl -4.838923 2.663192 1.350572
N -2.633095 1.300973 0.716134
N -1.482679 1.385321 0.005291
C -1.583505 2.534343 -0.669268
C -0.578186 2.835780 -1.713155
O -0.741628 3.651417 -2.574211
O 0.466199 2.022598 -1.606501
C -3.038732 0.147505 1.467765
C -2.411779 -0.124341 2.666004
C -2.828920 -1.213643 3.413841
C -3.875254 -2.000951 2.954090
C -4.508418 -1.699017 1.754649
C -4.093372 -0.615227 0.996951
H -3.669896 4.285983 -2.345384
H -1.634966 0.541262 3.009993
H -2.360716 -1.435718 4.363590
H -4.214120 -2.843877 3.539971
H -5.328953 -2.309182 1.403690
H -4.567216 -0.379427 0.054111
Br 3.698926 1.402050 -0.857239
C 4.498657 -0.310587 -0.456995
Br 3.123523 -1.656868 -0.423057
H 4.961664 -0.237241 0.520878
H 5.205485 -0.545374 -1.244597
C 2.124875 -5.387379 -1.620533
C 1.808783 -5.179632 -0.287407
C 0.967436 -4.132870 0.069983
C 0.435711 -3.265762 -0.890347
C 0.756456 -3.507595 -2.229504
C 1.585836 -4.555248 -2.594218
Si -0.667724 -1.834258 -0.366647
C -2.124177 -1.700626 -1.538193
C -2.190429 -0.756844 -2.565041
C -3.287303 -0.682638 -3.413309
C -4.343555 -1.568012 -3.252317
C -4.293892 -2.525021 -2.247670
C -3.198831 -2.584438 -1.399831
H 2.766683 -6.209535 -1.904764
H 2.198997 -5.844540 0.471706
H 0.701774 -4.010265 1.113626
H 0.319944 -2.887138 -3.003743
H 1.802902 -4.738348 -3.638598
H -1.169687 -2.210186 0.985166
H -1.374835 -0.051706 -2.721913
H -3.318783 0.058872 -4.201280
H -5.198470 -1.518806 -3.912215
H -5.108528 -3.226277 -2.129168
H -3.178315 -3.337554 -0.620841
C 0.257387 -1.052142 -5.673733
C 1.606652 -0.620565 -5.090223
C 1.500638 -0.393557 -3.650303
N 1.384616 -0.249472 -2.518332
H 0.385296 -1.270487 -6.731390
H -0.480064 -0.258944 -5.573452
H -0.118297 -1.946832 -5.181250
H 1.964671 0.309065 -5.536591
H 2.380584 -1.376872 -5.237629

Forces on the atoms, in the same order (eV/Å):
0.23 0.18 0.32
0.04 -0.07 0.11
-0.08 -0.01 -0.11
0.07 -0.02 0.07
-0.02 0.04 0.05
0.00 -0.01 0.01
0.01 -0.01 0.01
-0.03 0.01 -0.02
0.05 -0.06 -0.02
0.02 0.06 0.06
0.05 -0.30 -0.17
0.07 0.05 0.04
0.03 0.15 0.06
-0.05 -0.01 0.01
0.02 0.01 -0.04
0.05 0.03 0.02
0.00 -0.02 -0.01
0.02 0.00 0.01
-0.03 0.01 0.00
-0.01 -0.01 0.01
0.01 -0.01 0.01
0.02 0.02 0.01
-0.01 0.03 -0.01
-0.05 0.00 0.02
-0.02 -0.03 0.01
0.01 0.01 -0.03
0.01 0.00 -0.04
-0.03 -0.03 0.00
0.01 -0.01 0.03
0.10 -0.10 0.09
-0.10 0.12 -0.13
0.01 -0.01 0.01
-0.06 -0.39 0.17
0.10 0.18 0.03
0.03 -0.04 -0.03
0.11 0.03 0.07
0.01 -0.10 -0.27
-0.11 0.31 -0.11
0.16 -0.16 -0.16
0.03 0.09 0.17
-0.22 0.32 -0.28
0.02 -0.01 -0.07
-0.04 0.06 0.06
0.03 0.03 -0.02
-0.05 0.00 -0.04
0.03 -0.01 0.00
0.09 -0.09 0.05
-0.04 0.03 -0.04
-0.10 -0.03 -0.01
0.00 -0.01 0.02
0.00 -0.02 0.02
-0.02 -0.02 0.01
-0.01 0.03 -0.03
-0.11 0.02 -0.05
0.12 0.00 0.04
-0.01 -0.08 0.00
-0.01 -0.01 -0.05
-0.01 0.01 0.05
0.00 -0.01 -0.02
0.00 0.00 0.02
0.07 0.02 -0.02
-0.02 -0.09 0.10
-0.06 -0.01 -0.03
0.03 0.00 0.00
0.01 -0.05 -0.05
-0.08 0.02 -0.04
0.07 0.13 0.01
-0.04 -0.04 -0.01
0.02 0.03 -0.02
0.01 0.01 0.00
0.05 -0.09 -0.06
0.02 -0.02 -0.01
0.00 -0.01 0.01
-0.03 0.01 0.03
-0.04 0.02 -0.01
0.00 -0.01 -0.02
-0.01 0.00 0.00
-0.03 -0.04 0.05
0.01 0.02 -0.01
-0.03 0.01 -0.02
-0.03 -0.02 0.01
0.00 -0.01 0.03
0.01 -0.02 -0.08
0.04 0.06 0.23
0.02 -0.09 0.07
-0.25 0.02 0.03
0.00 0.01 0.00
-0.02 0.01 0.02
-0.02 -0.01 0.00
-0.01 -0.01 -0.03
-0.03 -0.01 -0.02

- Total charge: +2
- Total energy: -8526.25921 Eh
- Strongest force on any atom: 0.0093 hartree/bohr
- HOMO: -0.4824 Eh
- Molar mass: 967.26 g/mol



[3]
C15H23Br3Cl4O6 as an isolated structure in a non-equilibrium geometry. Source: the OMol25 dataset; level of theory: the ωB97M-V functional and the def2-TZVPD basis.

Geometry (Å):
O 43.067090 -8.984594 -8.501335
C 42.213675 -8.957003 -9.355506
O 42.623824 -8.651092 -10.580871
C 41.510485 -8.597618 -11.468768
C 40.419652 -9.459152 -10.796512
C 40.725075 -9.293298 -9.289715
H 41.703579 -9.055164 -12.439061
H 41.179538 -7.559765 -11.506476
H 40.439615 -10.500609 -11.117553
H 39.426057 -9.142191 -11.113361
H 40.627007 -10.195031 -8.685261
H 40.267257 -8.440259 -8.788902
O 41.182361 -16.542844 -12.989453
C 40.603918 -16.727229 -11.971186
O 39.668812 -15.907360 -11.550608
C 39.259685 -16.186570 -10.169740
C 39.652969 -17.580941 -9.981640
C 40.834396 -17.825826 -10.940715
H 38.174751 -16.155568 -10.069542
H 39.554776 -15.426594 -9.446235
H 38.795166 -18.209207 -10.221577
H 39.887922 -17.695492 -8.923451
H 40.815280 -18.758916 -11.503797
H 41.778991 -17.738840 -10.403787
O 42.472416 -10.704377 -20.524662
C 41.702506 -11.534996 -20.010674
O 42.036096 -12.764434 -19.529122
C 40.960243 -13.434359 -18.845716
C 39.743428 -12.723121 -19.305558
C 40.223389 -11.382696 -19.972755
H 41.128057 -13.371252 -17.770561
H 40.997010 -14.486776 -19.127098
H 39.143609 -12.448332 -18.437910
H 39.209970 -13.296457 -20.063709
H 39.974144 -10.556875 -19.306415
H 39.926521 -11.233218 -21.010838
C 36.781443 -11.915507 -10.327843
Cl 36.135745 -13.586416 -10.581959
Cl 38.198790 -11.938894 -9.216635
H 37.136073 -11.536643 -11.286385
H 36.014999 -11.314960 -9.837936
C 42.533657 -11.684629 -14.276705
Cl 43.823746 -10.549023 -14.483225
Cl 41.471605 -11.663242 -15.720907
H 42.970028 -12.682392 -14.230384
H 42.001338 -11.472594 -13.349464
C 38.611227 -13.377255 -13.809434
Br 36.614841 -13.458922 -13.886213
Br 39.132136 -11.601096 -13.262919
Br 39.317742 -14.102143 -15.525942
H 38.927086 -13.986369 -12.962493

Forces on the atoms, in the same order (eV/Å):
-1.19 -0.11 0.35
1.76 -0.49 1.46
-0.36 0.10 -1.61
-1.14 -0.72 0.39
-0.55 0.38 0.40
1.01 -0.03 -0.72
0.62 0.59 -0.04
0.07 0.00 -0.50
0.54 -0.06 0.29
-0.08 0.31 0.23
-0.21 0.19 -0.05
-0.38 -0.12 -0.13
0.46 -0.05 -1.19
1.34 -0.69 0.99
-1.83 1.88 1.27
-1.44 1.07 -1.07
0.83 -1.82 0.94
-0.76 0.13 0.16
-0.15 0.39 -0.67
1.00 0.00 -0.39
0.20 -0.20 0.00
0.15 -0.58 -0.06
0.01 -0.14 0.38
0.14 0.17 -0.41
-1.57 -2.84 1.77
1.76 1.56 -1.54
1.39 0.63 -0.09
1.11 0.01 -0.30
-1.33 1.47 -0.75
-0.15 -1.03 1.12
0.09 0.12 -0.06
0.04 0.08 -0.08
-0.51 -0.40 -0.30
-0.32 -0.08 0.41
-0.08 0.28 -0.50
-0.40 0.16 0.29
0.23 -0.69 0.38
0.25 0.83 0.47
-0.40 -0.03 -0.37
-0.28 -0.05 0.20
0.12 -0.15 -0.32
-0.03 -0.79 -0.31
0.62 0.62 0.12
0.32 0.35 0.46
-0.17 0.12 0.01
-0.23 0.07 -0.41
-0.93 -0.44 -0.43
1.16 0.04 -0.26
-0.08 -0.12 -0.42
-0.56 0.37 1.41
-0.05 -0.34 -0.55

- Total energy: -10599.57528 Eh
- Strongest force on any atom: 0.0719 hartree/bohr
- HOMO: -0.3655 Eh
- Molar mass: 680.87 g/mol